Record 1
102
Properties=species:S:1:pos:R:3:forces:R:3 method="wB97M-V/def2-TZVPD" e_tot_ev=-116414.543 charge=+2 lumo_energy_ev=-5.54 gap_ev=5.04 relative_energy_kj_mol=179.21
Lu -16.3829 18.6519 -5.1036 -1.50 -2.16 0.03
F -14.7357 21.7615 -11.0334 0.82 -0.13 -0.62
C -15.2021 22.3800 -9.9666 -1.00 -0.97 1.57
C -15.4664 21.6282 -8.8276 0.89 -2.14 -0.57
C -16.2612 22.0600 -7.7456 1.07 0.99 -1.24
C -16.6439 21.1915 -6.6731 0.44 -0.06 1.66
O -16.3112 19.9220 -6.7866 -1.08 3.06 0.33
C -17.1940 21.9354 -5.5037 0.57 -4.03 -0.70
C -17.3043 23.2615 -5.5028 -0.06 1.51 -1.63
N -17.1124 24.0232 -6.5869 1.38 0.36 -0.87
C -17.2865 25.4741 -6.4797 -0.03 -0.84 0.12
C -18.3092 26.0508 -5.5394 0.72 0.13 0.10
C -18.5100 26.0534 -7.0447 -0.49 1.91 -0.42
C -16.5087 23.4449 -7.7459 -0.75 1.14 0.45
C -16.1330 24.2636 -8.8574 0.06 -1.58 0.29
C -15.5640 23.7105 -10.0325 -1.07 1.07 2.03
N -15.3307 24.4740 -11.1783 -0.66 1.31 -1.49
C -13.9425 24.9244 -11.2998 0.95 0.54 0.23
C -13.7809 25.9738 -12.4237 1.79 0.93 -0.78
N -14.8556 25.9114 -13.4917 -0.11 0.66 0.74
C -16.1699 26.2560 -12.8113 -0.88 -0.97 -0.68
C -16.3413 25.5695 -11.4668 0.43 -0.23 1.77
C -17.6319 21.3263 -4.1713 -0.62 0.82 2.39
O -18.1241 22.0515 -3.2885 0.88 -0.90 -2.14
O -17.4061 20.0687 -3.9867 0.09 -0.13 -0.68
H -14.9939 20.5851 -8.8025 -1.23 1.48 -0.19
H -17.6002 23.7372 -4.6015 -0.34 0.35 0.60
H -16.4216 26.1044 -6.5909 0.61 -0.44 0.03
H -17.8779 26.9382 -5.0181 -1.02 -0.72 -0.49
H -18.9460 25.3831 -4.9636 0.21 0.25 -0.04
H -18.3520 27.0613 -7.5202 -0.60 -1.34 0.18
H -19.2611 25.3637 -7.4524 0.31 0.56 0.19
H -16.2714 25.3099 -8.7222 -0.26 0.61 -0.36
H -13.2029 24.0940 -11.4710 -1.15 0.41 0.04
H -13.5564 25.4370 -10.3704 -0.52 -0.39 -0.61
H -12.7780 25.8359 -12.9293 -1.17 0.07 0.49
H -13.7714 27.0401 -12.0735 -0.27 -1.06 -0.12
H -14.8941 24.9622 -13.8806 -0.21 0.13 0.17
H -14.6583 26.5501 -14.2929 -0.09 -0.42 0.80
H -16.9649 25.9648 -13.4806 -0.05 -0.35 -0.41
H -16.3943 27.2933 -12.5980 1.09 0.56 -0.64
H -17.4051 25.2094 -11.3991 1.27 -0.06 0.08
H -16.2435 26.4044 -10.7253 -0.06 -0.81 -0.14
C -13.9111 13.6541 -1.1350 -1.28 0.63 -0.84
C -14.0649 15.0241 -1.3222 -0.06 0.29 0.36
C -14.7526 15.5167 -2.4491 1.08 0.69 2.06
C -15.2005 14.6830 -3.4080 0.02 -1.35 -1.10
C -14.9473 13.3087 -3.3271 -0.42 -0.10 0.11
C -14.3937 12.8264 -2.1647 0.49 -0.46 0.73
P -15.9522 15.3948 -4.8481 0.66 2.00 0.35
C -15.0963 14.4736 -6.1604 -0.60 -0.48 -0.62
C -15.9031 14.0590 -7.2227 -0.58 -0.95 -0.78
C -15.3792 13.3114 -8.2859 0.42 -0.73 -0.11
C -14.0608 12.7866 -8.2051 -1.42 1.02 0.05
C -13.2678 13.2071 -7.1458 -0.32 0.88 0.80
C -13.7302 14.1222 -6.1552 -0.98 -0.60 -1.36
C -17.7171 15.0446 -4.7339 -2.11 -0.28 -1.63
C -18.3426 13.8662 -4.3682 -1.36 0.26 -0.24
C -19.7763 13.6682 -4.5980 0.68 -0.38 -0.36
C -20.6048 14.6200 -5.1904 0.86 -2.45 1.88
C -20.0355 15.8497 -5.4084 1.47 1.81 -2.24
C -20.8259 16.8848 -5.9819 0.11 -0.71 0.57
C -20.2303 18.0287 -6.3903 1.12 1.06 -1.70
C -18.7991 18.0787 -6.5954 -0.82 -0.65 1.69
C -17.9665 17.1559 -5.9441 0.05 1.96 -1.57
C -18.5833 16.0494 -5.3927 -0.50 -1.92 2.29
H -13.6523 13.2126 -0.1821 0.52 0.14 -0.12
H -13.7251 15.7496 -0.5750 -0.13 -0.38 -0.16
H -14.9328 16.5819 -2.5068 0.05 0.05 -0.10
H -15.2624 12.6475 -4.1491 0.20 0.24 0.58
H -14.3335 11.7724 -1.9679 0.05 -0.44 -0.30
H -17.0145 14.1335 -7.1957 1.00 0.54 0.04
H -16.0284 13.0359 -9.1455 0.50 0.16 0.82
H -13.7184 12.0861 -8.9650 0.10 0.22 0.27
H -12.2775 12.8133 -7.0553 0.53 -0.04 0.03
H -13.0845 14.5333 -5.4018 0.30 -0.25 0.33
H -17.7950 13.0367 -3.9384 0.04 0.03 0.02
H -20.1675 12.6587 -4.4058 0.18 0.55 0.07
H -21.6597 14.3895 -5.3966 0.56 0.27 0.12
H -21.8815 16.6575 -6.1537 0.17 0.53 0.47
H -20.8153 18.8957 -6.6950 -0.07 -0.32 -0.27
H -18.3112 18.8412 -7.1912 -0.55 0.44 0.10
C -13.8171 18.3978 -6.7259 -0.60 1.10 -0.49
N -12.7703 18.8511 -5.8745 0.85 0.45 1.96
C -11.5764 19.3461 -6.5401 1.45 -1.45 -2.30
C -12.8768 18.8234 -4.5136 1.34 -1.30 -0.03
S -14.3186 19.1646 -3.6899 0.62 0.61 0.52
N -11.7749 18.4072 -3.8100 -1.45 0.32 -1.51
C -11.5153 18.9659 -2.5118 0.16 1.41 1.53
C -10.8859 17.2909 -4.3134 -0.61 1.39 0.49
H -14.5583 17.7902 -6.2068 0.52 -0.61 0.02
H -13.3387 17.7977 -7.4823 -0.33 -0.35 -0.54
H -14.3405 19.2742 -7.1333 0.24 -0.51 -0.40
H -11.8240 19.7041 -7.5848 -0.19 -0.31 1.21
H -10.8627 18.4862 -6.7489 -0.63 0.89 0.27
H -10.9566 20.1421 -6.1175 -0.75 -0.15 0.76
H -12.2630 19.7623 -2.1738 0.88 -1.24 -0.93
H -10.5230 19.4758 -2.5042 -0.51 -0.46 -0.08
H -11.5146 18.2199 -1.7170 0.04 -0.21 -0.12
H -11.3529 16.7828 -5.2077 0.86 0.81 0.97
H -10.7835 16.5914 -3.4808 -0.24 -0.11 -0.15
H -9.9095 17.7859 -4.4047 -0.01 -0.70 -0.82

Record 2
20
Properties=species:S:1:pos:R:3:forces:R:3 method="wB97M-V/def2-TZVPD" e_tot_ev=-22690.226 charge=+1 lumo_energy_ev=-4.25 gap_ev=8.35 relative_energy_kj_mol=253.70
C 0.2400 0.4744 1.3797 0.58 -1.74 0.70
C 0.1920 -0.1083 -0.8568 2.16 1.39 -3.56
C 0.2190 1.2590 -2.9805 1.24 0.17 0.01
C -1.1518 1.0305 1.4080 -0.25 2.13 0.39
C -0.6496 -1.3171 -0.7651 0.41 -0.01 2.27
N 0.8488 -0.0448 2.3503 -1.50 1.04 0.56
N 0.4233 0.4262 -2.0464 -0.65 -1.27 -0.48
N 2.0222 -0.6057 2.5097 -0.31 0.11 -1.10
O 0.8649 0.5268 0.0427 -0.42 -0.32 1.67
S -0.8072 2.6553 -2.7920 -1.28 -0.92 1.40
H 0.8663 1.2400 -3.9567 -1.25 -0.02 1.91
H -1.9094 0.6940 0.6409 0.90 -0.34 1.02
H -1.0084 2.1297 1.1104 -0.42 -1.15 0.74
H -1.5451 0.9720 2.4844 0.46 0.07 -1.84
H -1.5573 -0.7636 -0.9412 -1.37 -0.85 -0.03
H -0.6060 -1.7504 0.2984 -0.28 0.62 -1.68
H -0.4585 -2.0768 -1.5285 0.03 0.47 0.09
H 2.5826 -0.7275 1.6814 0.64 0.02 0.38
H 2.3556 -0.6557 3.4614 0.05 -0.13 -0.41
H -1.4813 2.2205 -1.5551 1.27 0.71 -2.05

Record 3
88
Properties=species:S:1:pos:R:3:forces:R:3 method="wB97M-V/def2-TZVPD" e_tot_ev=-223059.278 lumo_energy_ev="-0.62 / -0.69" gap_ev="6.53 / 6.51" relative_energy_kj_mol=1.65 spin_multiplicity=4
Cr 0.2123 -1.0027 0.5638 -0.01 0.10 0.33
S -2.8498 -0.5591 -2.6575 0.53 -0.07 0.32
C -1.7115 0.7301 -2.9298 0.20 -0.23 0.18
C -1.8500 1.8123 -3.7785 0.01 0.05 -0.06
C -0.7847 2.6820 -3.9018 -0.10 -0.02 -0.10
C 0.4005 2.4421 -3.2151 0.01 -0.02 0.02
C 0.5273 1.3822 -2.3434 0.03 -0.05 0.11
C -0.5488 0.5171 -2.1617 -0.32 0.69 -0.72
N -0.6188 -0.5672 -1.3210 -0.50 -0.78 -0.11
C -1.7352 -1.2420 -1.4885 0.14 0.62 -0.50
C -2.0794 -2.3219 -0.6179 0.12 -0.57 0.61
C -3.1322 -3.2087 -0.8579 0.30 0.21 -0.06
C -3.4506 -4.1401 0.1049 -0.07 -0.19 -0.08
C -2.7190 -4.1881 1.2858 -0.08 -0.07 -0.05
C -1.6587 -3.3233 1.4933 0.14 0.20 0.26
C -1.3011 -2.3521 0.5603 -0.40 -0.33 -0.30
H -2.7677 1.9666 -4.3237 -0.08 0.04 -0.10
H -0.8709 3.5398 -4.5497 0.01 0.09 -0.10
H 1.2453 3.0944 -3.3574 0.11 0.12 -0.02
H 1.4549 1.2249 -1.8216 0.04 -0.01 0.02
H -3.6786 -3.1677 -1.7919 -0.08 -0.02 -0.07
H -4.2632 -4.8305 -0.0620 -0.07 -0.08 0.01
H -2.9780 -4.9144 2.0433 0.01 -0.09 0.06
H -1.0916 -3.3989 2.4153 0.02 -0.10 0.05
C 1.5191 -5.9949 -1.8529 -0.37 0.09 0.24
S -0.0429 -5.5114 -1.0431 0.11 -0.24 0.04
C 0.6449 -5.2470 0.5521 -0.05 0.04 0.00
C 1.3348 -4.1372 0.8841 -0.01 -0.29 0.32
S 1.6044 -2.8054 -0.1826 0.07 0.59 -0.20
S 2.0673 -4.1379 2.4804 -0.36 -0.83 -0.20
C 1.4702 -5.7047 2.9832 0.10 0.30 -0.38
S 1.7885 -6.3411 4.4474 0.01 -0.18 0.34
S 0.5158 -6.5099 1.7590 0.30 0.50 0.05
H 1.2836 -6.2259 -2.8848 0.02 -0.07 -0.17
H 1.9164 -6.8707 -1.3467 0.09 -0.02 -0.09
H 2.2118 -5.1597 -1.8006 0.07 0.00 -0.04
C 2.8130 5.6362 -4.6078 0.00 -0.10 0.03
C 3.2446 5.4614 -3.1831 -0.03 0.02 0.01
C 4.5836 5.4991 -2.8165 -0.13 0.03 0.02
C 4.9657 5.3308 -1.4993 -0.08 -0.11 0.19
C 4.0119 5.1008 -0.5102 -0.18 0.05 -0.30
N 4.4461 5.0055 0.8220 0.55 0.17 0.07
C 3.7351 4.6608 1.9462 -0.21 -0.02 0.13
O 3.9277 5.2000 3.0105 0.02 0.08 0.19
N 2.7723 3.6671 1.8054 -0.37 0.31 0.43
C 2.8827 2.4922 1.0816 0.24 -0.62 -0.55
C 4.0538 2.1119 0.4270 -0.28 -0.23 0.12
C 4.0654 0.9101 -0.2513 -0.22 0.07 0.07
C 2.9404 0.1091 -0.2427 0.13 -0.21 -0.19
N 1.8196 0.4446 0.4052 0.26 0.14 -0.12
C 1.7960 1.6156 1.0359 -0.06 0.43 0.12
C 2.6683 5.0546 -0.8687 0.02 0.04 0.07
C 2.3001 5.2436 -2.1871 0.18 0.07 -0.01
H 3.5665 6.1589 -5.1915 0.02 0.04 -0.06
H 1.8788 6.1925 -4.6568 -0.04 0.04 -0.09
H 2.6493 4.6600 -5.0668 -0.04 -0.01 -0.14
H 5.3388 5.6792 -3.5672 0.08 0.03 -0.09
H 6.0101 5.3959 -1.2274 0.10 -0.04 0.03
H 5.2564 5.5710 1.0467 -0.25 -0.06 0.07
H 2.1419 3.6249 2.5973 0.24 0.07 0.00
H 4.9426 2.7156 0.4870 0.05 0.07 -0.05
H 4.9518 0.5821 -0.7677 0.09 -0.08 -0.06
H 2.9374 -0.8394 -0.7632 0.05 0.07 0.09
H 0.8787 1.8683 1.5625 0.12 -0.03 0.01
H 1.9076 4.9107 -0.1176 -0.03 0.00 0.05
H 1.2496 5.2536 -2.4384 -0.12 -0.02 -0.03
S 0.6113 -1.2781 2.8965 -1.01 -0.32 -0.02
C 2.1030 -0.6120 3.0707 0.56 0.21 0.26
N 3.1292 -0.1051 3.2133 0.55 0.19 0.06
C -2.7135 -0.8071 3.9859 0.34 0.04 0.48
N -3.4491 -0.8357 2.7513 -0.14 0.13 -0.62
C -3.1017 -0.2228 1.6076 -0.08 0.40 -0.12
Se -1.7012 0.9328 1.3464 0.60 0.26 -0.32
N -4.0146 -0.5175 0.6590 0.09 0.07 0.38
C -4.9425 -1.3882 1.1739 -0.32 -0.36 0.70
C -6.0316 -2.0370 0.6165 0.09 0.09 0.11
C -6.7697 -2.8579 1.4482 -0.05 0.02 -0.08
C -6.4411 -3.0250 2.7920 0.05 -0.05 0.05
C -5.3435 -2.3970 3.3490 0.19 0.10 -0.02
C -4.5877 -1.5806 2.5204 -0.68 -0.27 -0.48
H -2.0687 0.0714 4.0011 -0.05 -0.11 -0.06
H -2.0904 -1.6990 4.0810 -0.05 0.05 -0.02
H -3.4099 -0.7605 4.8219 -0.04 0.01 -0.04
H -3.9454 -0.2080 -0.3010 0.11 0.07 0.17
H -6.2787 -1.9247 -0.4251 -0.07 0.06 -0.18
H -7.6222 -3.3835 1.0490 -0.10 -0.05 -0.06
H -7.0488 -3.6675 3.4108 -0.05 -0.05 0.03
H -5.0837 -2.5426 4.3843 0.05 -0.03 0.14